(1)
This record from the Open Molecules 2025 dataset describes 9 unconnected molecules or ions with the total composition H20NO8. The level of theory is wB97M-V/def2-TZVPD.

Geometry as XYZ:
```
29
Properties=species:S:1:pos:R:3:lowdin_charge:R:1
N -43.093 -15.316 25.079 0.23
H -44.196 -15.221 24.702 0.15
H -42.875 -14.773 25.915 0.08
H -42.429 -15.282 24.236 0.12
H -43.062 -16.367 25.294 0.12
O -44.288 -15.404 22.060 -0.04
H -44.173 -14.539 21.742 0.01
H -45.263 -15.516 21.984 0.06
O -40.092 -16.501 24.999 -0.02
H -39.934 -17.050 25.714 -0.02
H -39.928 -17.048 24.238 0.04
O -42.723 -12.468 23.728 -0.05
H -43.565 -12.116 24.039 0.03
H -42.260 -11.636 23.775 0.04
O -42.392 -14.704 28.205 -0.06
H -43.100 -14.763 28.827 0.02
H -42.311 -13.706 28.325 0.09
O -42.111 -18.385 26.718 -0.16
H -41.969 -19.453 26.778 0.14
H -41.487 -17.875 27.324 0.06
O -45.208 -17.414 24.796 -0.02
H -45.658 -17.659 23.951 0.08
H -45.844 -17.413 25.443 0.00
O -45.817 -14.231 24.131 -0.12
H -45.746 -13.611 24.909 0.08
H -46.171 -13.722 23.318 0.11
O -41.178 -15.765 22.115 -0.02
H -41.328 -15.168 21.423 0.01
H -41.841 -16.420 21.915 0.03
```

Values from the calculation:
orbital gap: 10.85 eV
ΔE to the lowest compared entry with this formula, charge and spin: 49.08 kcal per mole
total charge: +1
maximum force: 4.7 eV Å⁻¹
E_LUMO: -3.111 eV
energy: -668.40145 a.u.


(2)
This record from the Open Molecules 2025 dataset describes a molecular structure, C45H51BiBrCl2N7O3S3Si4. The level of theory is wB97M-V/def2-TZVPD.

Geometry as XYZ:
```
117
Properties=species:S:1:pos:R:3:lowdin_charge:R:1
Bi 0.340 0.787 0.133 1.51
S -1.429 2.575 1.052 0.56
C -0.470 3.686 1.981 -0.75
C -1.223 4.690 2.695 -0.29
N -1.842 5.479 3.263 0.14
C 0.886 3.682 2.081 -0.73
S 1.950 2.550 1.290 0.59
C 1.533 4.660 2.914 -0.30
N 2.044 5.435 3.598 0.14
Br 4.285 9.481 -9.311 0.68
C 3.327 8.181 -8.299 -0.71
C 4.016 7.324 -7.457 -0.14
C 3.314 6.380 -6.726 -0.03
C 1.920 6.277 -6.822 -0.25
C 1.263 7.147 -7.691 -0.03
C 1.954 8.102 -8.423 -0.14
N 1.107 5.393 -6.076 0.03
N 1.739 4.660 -5.307 0.04
C 1.018 3.855 -4.473 -0.23
C -0.381 3.755 -4.438 -0.01
C -1.047 2.952 -3.545 -0.01
C -0.359 2.177 -2.584 -0.42
O -0.957 1.415 -1.782 -0.33
C 1.100 2.287 -2.582 -0.15
N 1.758 1.594 -1.635 -0.09
C 3.068 1.573 -1.609 -0.17
C 3.829 2.294 -2.537 -0.03
C 3.188 3.060 -3.470 0.00
C 1.780 3.076 -3.524 -0.08
H 5.092 7.400 -7.373 0.10
H 3.834 5.704 -6.063 0.10
H 0.185 7.068 -7.771 0.11
H 1.427 8.779 -9.082 0.09
H -0.938 4.346 -5.154 0.10
H -2.127 2.904 -3.546 0.11
H 3.520 0.964 -0.832 0.11
H 4.909 2.254 -2.493 0.10
H 3.739 3.656 -4.184 0.10
C 5.086 2.722 6.155 -0.06
C 4.255 1.822 5.273 -0.28
C 4.799 0.685 4.685 -0.05
C 4.017 -0.155 3.898 -0.07
C 2.680 0.144 3.690 -0.35
C 2.125 1.274 4.273 -0.11
C 2.910 2.112 5.049 -0.04
S 1.611 -1.013 2.795 0.85
O 0.140 -2.718 4.858 -0.36
O 0.276 -0.302 2.828 -0.71
N 2.081 -0.875 1.229 -0.33
C 2.822 -1.867 0.648 -0.31
C 3.670 -2.746 1.332 -0.06
C 4.503 -3.653 0.659 -0.10
C 4.512 -3.738 -0.707 -0.09
C 3.601 -2.955 -1.450 -0.17
C 3.468 -3.059 -2.853 -0.03
C 2.537 -2.314 -3.513 -0.08
C 1.712 -1.453 -2.764 -0.17
N 1.802 -1.325 -1.463 0.08
C 2.740 -2.038 -0.789 -0.16
H 6.088 2.313 6.300 0.06
H 4.615 2.838 7.134 0.07
H 5.175 3.718 5.714 0.08
H 5.848 0.452 4.844 0.10
H 4.460 -1.038 3.453 0.09
H 1.075 1.483 4.104 0.10
H 2.475 3.007 5.482 0.11
H 3.671 -2.719 2.414 0.08
H 5.164 -4.286 1.241 0.10
H 5.189 -4.408 -1.226 0.09
H 4.111 -3.752 -3.387 0.11
H 2.414 -2.383 -4.586 0.09
H 0.955 -0.848 -3.256 0.06
Cl -1.781 -0.723 -3.431 0.62
C -2.091 -2.369 -3.977 -0.98
Cl -0.697 -3.066 -4.836 0.51
H -2.921 -2.364 -4.670 0.02
H -2.281 -2.982 -3.110 -0.01
C -1.610 -4.119 -0.611 -0.24
Si -2.872 -3.359 0.590 0.27
C -4.193 -2.513 -0.482 -0.24
C -3.817 -4.883 1.270 -0.25
Si -1.832 -1.926 2.101 0.41
Si -3.379 -0.438 2.974 0.29
C -4.804 -1.332 3.888 -0.26
C -2.712 0.794 4.243 -0.23
C -4.291 0.478 1.584 -0.25
Si -0.839 -3.359 3.651 0.25
C -0.180 -1.608 5.680 -0.16
C 0.369 -4.547 2.809 -0.20
C -2.066 -4.439 4.626 -0.21
H -2.065 -4.816 -1.329 0.02
H -0.841 -4.670 -0.056 0.01
H -1.088 -3.334 -1.176 0.00
H -4.583 -3.176 -1.267 0.02
H -3.795 -1.617 -0.965 0.00
H -5.045 -2.195 0.129 0.01
H -4.351 -5.438 0.484 0.01
H -4.553 -4.564 2.016 0.01
H -3.134 -5.582 1.767 0.00
H -4.436 -1.899 4.751 0.00
H -5.295 -2.042 3.212 0.01
H -5.569 -0.626 4.247 0.01
H -2.612 0.337 5.233 0.01
H -3.350 1.679 4.331 0.02
H -1.719 1.141 3.934 -0.01
H -5.172 -0.088 1.262 0.01
H -3.648 0.621 0.711 -0.01
H -4.616 1.473 1.907 0.02
H -0.386 -0.719 5.079 0.04
H 0.675 -1.401 6.330 0.08
H -1.059 -1.813 6.308 0.08
H 0.858 -4.055 1.961 0.00
H -0.158 -5.429 2.418 0.02
H 1.154 -4.886 3.494 0.02
H -2.815 -3.821 5.135 0.01
H -1.546 -5.038 5.388 0.02
H -2.606 -5.123 3.962 0.00
```

Values from the calculation:
orbital gap: 3.58 eV
ΔE to the lowest compared entry with this formula, charge and spin: 6.84 kcal per mole
total charge: -2
maximum force: 2.2 eV Å⁻¹
E_LUMO: 2.809 eV
energy: -8416.10869 a.u.


(3)
This record from the Open Molecules 2025 dataset describes C5H8O in the gas phase. The level of theory is wB97M-V/def2-TZVPD.

Geometry as XYZ:
```
14
Properties=species:S:1:pos:R:3:lowdin_charge:R:1
C -2.056 -0.114 0.272 -0.09
C 0.542 0.019 -0.414 -0.27
C 1.928 0.443 -0.341 -0.11
C 1.066 0.342 0.917 -0.11
C -0.286 -0.733 -1.111 -0.12
O -1.574 -0.973 -0.752 -0.12
H -1.453 -0.111 1.190 0.08
H -2.095 0.933 -0.070 0.10
H -3.051 -0.481 0.512 0.09
H 2.706 -0.289 -0.515 0.10
H 2.153 1.458 -0.662 0.10
H 0.801 1.249 1.449 0.10
H 1.273 -0.519 1.554 0.11
H 0.046 -1.224 -2.027 0.13
```

Values from the calculation:
orbital gap: 9.54 eV
ΔE to the lowest compared entry with this formula, charge and spin: 63.28 kcal per mole
total charge: 0
maximum force: 0.6 eV Å⁻¹
E_LUMO: 1.056 eV
energy: -270.45704 a.u.


(4)
This record from the Open Molecules 2025 dataset describes 2 unconnected molecules or ions with the total composition C4H8O2. The level of theory is wB97M-V/def2-TZVPD.

Geometry as XYZ:
```
14
Properties=species:S:1:pos:R:3:lowdin_charge:R:1
O 0.640 1.990 -1.211 -0.05
C -0.295 -1.066 -0.727 -0.10
C 0.845 -0.819 0.235 -0.16
C 0.143 0.019 1.326 -0.15
O -1.191 0.314 0.846 -0.10
C -1.367 -0.403 -0.297 -0.17
H 0.072 2.326 -0.507 0.04
H -0.241 -1.673 -1.621 0.10
H 1.662 -0.260 -0.234 0.10
H 1.255 -1.751 0.641 0.11
H 0.642 0.972 1.516 0.11
H 0.039 -0.524 2.271 0.12
H -2.363 -0.336 -0.719 0.13
H 0.159 1.209 -1.519 0.02
```

Values from the calculation:
orbital gap: 9.65 eV
ΔE to the lowest compared entry with this formula, charge and spin: 35.58 kcal per mole
total charge: 0
maximum force: 0.3 eV Å⁻¹
E_LUMO: 0.897 eV
energy: -307.65573 a.u.


Repeat the first record exactly.
This record from the Open Molecules 2025 dataset describes 9 unconnected molecules or ions with the total composition H20NO8. The level of theory is wB97M-V/def2-TZVPD.

Geometry as XYZ:
```
29
Properties=species:S:1:pos:R:3:lowdin_charge:R:1
N -43.093 -15.316 25.079 0.23
H -44.196 -15.221 24.702 0.15
H -42.875 -14.773 25.915 0.08
H -42.429 -15.282 24.236 0.12
H -43.062 -16.367 25.294 0.12
O -44.288 -15.404 22.060 -0.04
H -44.173 -14.539 21.742 0.01
H -45.263 -15.516 21.984 0.06
O -40.092 -16.501 24.999 -0.02
H -39.934 -17.050 25.714 -0.02
H -39.928 -17.048 24.238 0.04
O -42.723 -12.468 23.728 -0.05
H -43.565 -12.116 24.039 0.03
H -42.260 -11.636 23.775 0.04
O -42.392 -14.704 28.205 -0.06
H -43.100 -14.763 28.827 0.02
H -42.311 -13.706 28.325 0.09
O -42.111 -18.385 26.718 -0.16
H -41.969 -19.453 26.778 0.14
H -41.487 -17.875 27.324 0.06
O -45.208 -17.414 24.796 -0.02
H -45.658 -17.659 23.951 0.08
H -45.844 -17.413 25.443 0.00
O -45.817 -14.231 24.131 -0.12
H -45.746 -13.611 24.909 0.08
H -46.171 -13.722 23.318 0.11
O -41.178 -15.765 22.115 -0.02
H -41.328 -15.168 21.423 0.01
H -41.841 -16.420 21.915 0.03
```

Values from the calculation:
orbital gap: 10.85 eV
ΔE to the lowest compared entry with this formula, charge and spin: 49.08 kcal per mole
total charge: +1
maximum force: 4.7 eV Å⁻¹
E_LUMO: -3.111 eV
energy: -668.40145 a.u.